14
Properties=species:S:1:pos:R:3:forces:R:3 method="wB97M-V/def2-TZVPD" orbital_gap_ev=10.08 e_above_lowest_kcal_mol=14.2 smiles="NC(=O)[C@@]1(S)C[C@@H]1F" e_tot_ev=-21335.2893
N -1.9792 0.8574 -0.5697 -0.89 -0.60 -0.18
C -1.1778 -0.1791 -0.2271 0.85 0.88 0.03
O -1.5572 -1.3198 -0.1132 -0.35 -0.62 0.04
C 0.2906 0.1540 0.0275 -0.35 0.21 -0.15
S 0.8658 1.8453 -0.0717 0.01 -0.14 -0.18
C 1.0069 -0.8085 0.9667 -0.59 -0.47 0.10
C 1.2341 -0.9092 -0.4866 -0.51 -0.74 -0.09
F 2.4287 -0.5204 -0.9937 0.24 0.12 -0.04
H -1.6062 1.7625 -0.7863 0.07 0.07 0.00
H -2.9352 0.6069 -0.8394 0.73 0.33 0.19
H 0.4857 2.1979 1.1575 -0.06 0.06 0.17
H 1.8112 -0.3858 1.5418 0.07 0.06 0.19
H 0.3400 -1.5535 1.4327 0.61 0.40 -0.27
H 0.7927 -1.7476 -1.0383 0.16 0.45 0.19

***

13
Properties=species:S:1:pos:R:3:forces:R:3 method="wB97M-V/def2-TZVPD" orbital_gap_ev=9.02 e_above_lowest_kcal_mol=6.1 smiles="F[C@H]1CCNC1=S" e_tot_ev=-19287.7644
F 0.6722 2.2623 -0.3951 0.13 1.45 -1.38
C 0.3935 1.1452 0.2593 -0.37 -3.12 0.27
C -1.0268 0.5654 -0.0213 0.27 0.24 -0.87
C -0.8949 -0.9827 -0.0176 1.38 0.80 -2.85
N 0.5535 -1.1128 -0.3720 -0.63 -1.38 0.27
C 1.3306 -0.0670 -0.1404 -0.85 1.49 1.03
S 2.9417 -0.0244 -0.0194 0.77 0.00 -0.28
H 0.5833 1.3674 1.2879 0.00 -0.20 0.92
H -1.2455 0.9784 -1.0443 -0.30 -0.58 0.96
H -1.7722 0.8342 0.7184 -0.12 0.50 -0.16
H -1.4708 -1.5389 -0.8197 0.33 0.86 1.10
H -1.0696 -1.3970 0.9357 -0.32 -0.53 1.15
H 1.0050 -2.0300 -0.3714 -0.28 0.46 -0.17

***

14
Properties=species:S:1:pos:R:3:forces:R:3 method="wB97M-V/def2-TZVPD" orbital_gap_ev=7.63 e_above_lowest_kcal_mol=33.8 e_tot_ev=-30121.5743
C 1.1694 -1.9535 -0.6652 0.02 0.36 0.49
C 1.0363 -0.4802 -1.0001 0.72 0.31 1.08
F 0.6706 -0.3236 -2.3146 -0.12 0.01 -0.68
C -0.0434 0.1483 -0.1177 0.16 1.05 0.74
C -1.3707 0.1802 -0.7211 -1.07 -0.16 0.31
S -2.7080 0.3644 0.1775 0.13 -0.07 -0.64
N 0.0659 0.6900 1.0606 1.14 -1.12 -1.50
S 1.6592 0.6698 1.6840 -0.44 0.03 0.32
H 0.1904 -2.4042 -0.5022 0.03 -0.20 -0.55
H 1.8146 -2.4660 -1.3652 -0.23 -0.19 -0.40
H 1.6612 -2.0395 0.2892 0.28 0.10 0.53
H 2.0030 0.0642 -0.8896 -0.54 -0.38 0.04
H -1.3880 0.0125 -1.8010 -0.26 0.14 0.31
H 1.2540 0.9998 2.9181 0.16 0.12 -0.04

***

16
Properties=species:S:1:pos:R:3:forces:R:3 method="wB97M-V/def2-TZVPD" orbital_gap_ev=6.47 e_above_lowest_kcal_mol=28.5 e_tot_ev=-15806.3437
C 0.7847 1.6535 -1.3368 -0.40 -0.28 0.80
O 0.9187 0.2769 -1.5358 -0.36 -1.21 0.56
Rb 2.0158 -2.0550 -3.8758 -0.52 0.45 1.05
H -0.2860 1.9217 -1.2745 0.20 0.22 0.00
H 1.2720 1.9690 -0.3972 -0.16 0.05 -0.06
H 1.2440 2.2669 -2.1288 -0.06 -0.36 -0.14
C 0.1477 -0.9356 -0.3042 0.70 -2.46 -1.06
O 0.7325 -0.6973 0.9592 0.46 0.57 0.41
C -0.2057 -0.2726 1.8780 0.23 -0.08 -0.54
C -1.5376 -0.5445 1.1910 0.14 0.20 -0.12
O -1.1814 -0.5959 -0.1770 -0.71 0.96 -0.41
O 0.4065 -2.0631 -0.8013 0.36 1.68 -0.45
F -0.0383 1.0865 2.0966 -0.14 0.19 0.19
H -0.0577 -0.7700 2.8427 0.04 0.10 -0.20
H -1.9593 -1.5065 1.5146 0.08 0.14 -0.06
H -2.2560 0.2660 1.3493 0.13 -0.18 0.03

***

12
Properties=species:S:1:pos:R:3:forces:R:3 method="wB97M-V/def2-TZVPD" orbital_gap_ev="7.25 / 7.24" e_above_lowest_kcal_mol=89.9 e_tot_ev=-16245.6703
C -0.5364 0.9903 -0.2436 0.36 -0.02 -0.13
C -1.2583 -0.3107 -0.4745 0.76 0.21 0.62
C 0.1479 -0.3050 0.0175 -1.42 0.10 -0.39
C -0.9007 -0.9708 0.8312 0.31 -0.26 -0.01
F 1.2732 -0.8213 -0.5402 -0.37 -0.16 -0.12
P 3.2790 0.2502 0.2608 0.65 -0.08 0.48
H -0.2326 1.5494 -1.1201 0.03 -0.08 -0.10
H -0.8040 1.6095 0.6042 -0.05 0.12 0.14
H -1.7456 -0.6919 -1.3438 -0.02 -0.15 -0.25
H -0.9006 -2.0531 0.8533 0.03 -0.07 -0.12
H -1.1973 -0.5143 1.7673 -0.08 0.10 0.17
H 2.8753 1.2676 -0.6121 -0.17 0.28 -0.28

***

18
Properties=species:S:1:pos:R:3:forces:R:3 method="wB97M-V/def2-TZVPD" total_charge=+2 orbital_gap_ev="9.39 / 5.95" e_above_lowest_kcal_mol=30.3 spin_multiplicity=7 s_squared=12.010 e_tot_ev=-52941.5037
O -0.8452 0.1996 1.2314 0.88 -1.14 -2.23
C -0.4225 -0.4206 0.0885 -0.08 -1.91 3.39
C 1.0892 -0.3219 -0.1093 -0.13 -0.04 0.10
O 1.7050 -1.2385 0.8125 1.15 0.57 -1.41
C 1.0031 -2.3290 0.9344 -1.48 0.60 2.76
O -0.2233 -2.2448 0.7248 0.19 0.06 -1.03
O 1.5872 -3.2581 1.6137 0.43 0.13 -0.41
H -1.7628 -0.0171 1.4390 -0.18 -0.21 0.08
H -1.0683 -0.9234 -0.6352 -0.04 0.80 0.27
H 1.4714 0.6691 0.1530 -0.09 -0.20 0.02
H 1.3751 -0.6090 -1.1246 -0.10 0.09 0.05
H 0.9709 -3.7186 2.2041 -0.18 -0.43 -0.29
O 0.5041 2.7915 -1.5829 -0.86 -0.38 1.01
C -0.6516 2.4487 -1.0644 2.56 -1.93 -2.44
O -1.0428 1.2213 -1.0557 -1.08 2.50 -0.60
O -1.4700 3.3388 -0.7668 -1.89 1.12 0.63
Fe -3.2066 2.4156 -0.9762 0.90 0.00 0.13
H 0.9872 1.9963 -1.8865 0.01 0.36 -0.05

***

14
Properties=species:S:1:pos:R:3:forces:R:3 method="wB97M-V/def2-TZVPD" orbital_gap_ev="7.25 / 7.34" e_above_lowest_kcal_mol=61.4 spin_multiplicity=3 s_squared=2.009 e_tot_ev=-14556.6441
H 2.7478 0.4612 3.4771 1.44 -0.51 -2.57
C 1.6241 -0.9146 3.5763 -1.07 -2.34 -0.45
H 1.2890 -1.9599 3.5249 0.04 0.11 0.39
H 1.0141 -0.2629 4.2209 0.27 -0.12 -0.36
C 2.5313 -0.4396 2.7232 -0.55 2.71 3.52
O 0.2535 -1.2797 -1.2891 -0.09 -0.17 -0.51
C -0.4114 -0.2363 -1.4950 -0.81 -0.04 -1.77
O -0.5596 0.7093 -0.6859 -0.55 0.66 -0.33
Hg 0.7429 -0.4324 0.7345 1.01 -0.12 1.53
O -1.0063 -0.1634 -2.7140 0.26 -0.34 0.38
C -1.8848 0.9259 -2.9593 -0.15 0.38 0.06
H -2.6881 0.9584 -2.2111 0.22 0.02 -0.18
H -1.3407 1.8798 -2.9494 -0.16 -0.23 0.03
H -2.3118 0.7542 -3.9532 0.15 0.00 0.26

***

12
Properties=species:S:1:pos:R:3:forces:R:3 method="wB97M-V/def2-TZVPD" orbital_gap_ev="7.75 / 8.09" e_above_lowest_kcal_mol=81.2 e_tot_ev=-20441.7723
C 0.4253 2.2544 0.0146 1.29 2.13 -0.92
C 0.5593 0.9727 -0.1627 1.76 -1.09 0.57
C -0.1101 -1.4508 0.1442 0.99 -1.65 0.36
C -0.3808 -0.0883 -0.2657 -1.96 1.10 -3.48
I 2.6212 0.3694 -0.0020 -0.21 -0.14 -0.40
I -2.4380 0.4757 -0.0131 0.32 0.08 0.15
H 1.1961 3.0022 -0.2042 0.32 -0.77 0.63
H -0.4617 2.7644 0.1251 -2.42 0.44 0.24
H 0.2799 -1.2886 1.2297 -0.21 -1.18 -1.78
H -0.9805 -2.1229 0.1156 0.08 0.62 0.38
H 0.5544 -1.9429 -0.6491 -0.08 0.74 1.80
H -0.4039 -0.0392 -2.2488 0.11 -0.28 2.46

***

12
Properties=species:S:1:pos:R:3:forces:R:3 method="wB97M-V/def2-TZVPD" orbital_gap_ev=8.90 e_above_lowest_kcal_mol=71.7 smiles="INCC1=CC1" e_tot_ev=-13832.0492
I -3.7313 0.0514 -0.1798 0.03 -0.09 0.35
N -1.7240 0.5648 -0.0588 -1.36 -0.26 0.27
C -0.8633 -0.4923 0.4796 -0.73 -0.91 1.11
C 0.4902 -0.0592 0.1896 1.11 -0.46 0.00
C 1.6128 0.3520 0.6573 0.98 0.44 1.06
C 1.5934 0.0270 -0.8251 0.52 3.05 -0.07
H -1.6149 0.7479 -1.0392 0.96 -0.15 -0.45
H -0.9239 -0.4339 1.6009 -0.38 -0.18 -0.95
H -1.0670 -1.5983 0.2017 0.20 1.78 -0.03
H 2.3181 0.6514 1.4775 -1.16 -0.38 -1.02
H 1.6915 0.9994 -1.4705 -0.26 -2.22 0.65
H 2.2185 -0.8101 -1.0329 0.09 -0.64 -0.94

***

14
Properties=species:S:1:pos:R:3:forces:R:3 method="wB97M-V/def2-TZVPD" total_charge=+1 orbital_gap_ev="6.37 / 7.96" e_above_lowest_kcal_mol=61.3 spin_multiplicity=3 s_squared=2.012 e_tot_ev=-17359.0458
C -0.4282 -0.5789 -0.5347 -0.74 -1.74 -0.62
C 0.5871 -1.4133 0.2193 -4.52 1.15 -0.98
C -0.7835 0.7248 0.0007 1.06 -1.14 0.07
C -1.6832 -0.3247 0.3481 -2.00 0.43 -1.61
N 2.4095 -0.2210 -0.6181 -1.83 1.09 -1.22
N -0.4232 1.9322 0.1216 -0.25 1.70 0.34
O 1.8330 -1.1965 0.1699 5.87 -0.95 1.39
I 4.3558 -0.0039 -0.3985 0.21 -0.40 0.38
H -0.7107 -0.8038 -1.6307 0.80 0.36 1.60
H 0.2774 -2.0992 1.0073 0.07 0.26 -0.25
H -2.5889 -0.2622 -0.2800 0.35 0.26 -0.29
H -2.1418 -0.7059 1.2451 1.18 -0.20 0.92
H -0.9931 2.4821 0.7567 0.18 0.30 -0.05
H 0.2898 2.4702 -0.4067 -0.38 -1.11 0.31